C18H28B3F6N6Ru as an isolated structure. Source: the Open Molecules 2025 dataset; level of theory: wB97M-V/def2-TZVPD.

Last column: Mulliken spin population.
Cartesian coordinates (Å):
Ru: 0.476 0.037 0.172  3.857
C: 1.107 4.832 -0.336  0.002
C: 1.104 3.838 0.831  -0.065
C: 2.201 2.803 0.652  0.132
C: -0.265 3.240 0.986  0.035
C: -1.428 3.929 1.345  0.020
C: -2.427 2.981 1.322  0.018
N: -1.894 1.806 0.972  0.004
N: -0.559 1.953 0.765  0.132
B: -2.629 0.460 0.795  -0.096
N: -2.041 -0.575 1.776  0.020
C: -2.683 -1.254 2.730  0.018
C: -1.767 -2.017 3.421  0.025
C: -0.535 -1.745 2.816  0.026
N: -0.715 -0.870 1.820  0.129
C: 0.787 -2.337 3.211  -0.060
C: 0.864 -3.804 2.774  0.002
C: 1.986 -1.551 2.701  0.146
N: -2.461 -0.022 -0.659  0.020
C: -3.379 -0.269 -1.597  0.024
C: -2.734 -0.637 -2.763  0.023
C: -1.371 -0.587 -2.455  -0.082
N: -1.228 -0.219 -1.178  0.159
C: -0.177 -0.807 -3.332  0.081
C: 0.212 0.503 -4.024  0.000
C: -0.420 -1.921 -4.344  0.004
H: 2.081 5.316 -0.418  0.000
H: 0.906 4.311 -1.274  0.000
H: 0.349 5.604 -0.208  0.000
H: 1.301 4.397 1.751  0.000
H: 2.094 2.286 -0.305  0.026
H: 3.182 3.280 0.637  0.021
H: 2.210 2.062 1.453  -0.017
H: -1.519 4.974 1.589  0.001
H: -3.481 3.059 1.530  0.000
H: -3.795 0.609 1.034  0.000
H: -3.747 -1.139 2.857  0.000
H: -1.951 -2.675 4.253  0.001
H: 0.805 -2.311 4.305  -0.001
H: 0.832 -3.881 1.687  0.001
H: 1.798 -4.252 3.117  0.000
H: 0.035 -4.382 3.184  0.000
H: 2.075 -1.639 1.617  0.010
H: 1.927 -0.493 2.964  -0.024
H: 2.909 -1.953 3.119  0.010
H: -4.428 -0.168 -1.374  0.000
H: -3.185 -0.905 -3.702  0.002
H: 0.651 -1.106 -2.688  0.024
H: -0.585 0.837 -4.692  0.000
H: 0.403 1.291 -3.294  0.013
H: 1.121 0.361 -4.610  0.002
H: -1.222 -1.653 -5.036  0.000
H: 0.483 -2.095 -4.930  0.000
H: -0.686 -2.855 -3.849  0.000
F: 3.662 0.185 0.256  0.022
B: 2.731 -0.321 -0.591  0.185
F: 2.711 0.204 -1.854  0.060
F: 2.547 -4.061 -0.310  0.000
B: 1.973 -3.079 -1.029  0.121
F: 2.980 -1.780 -0.686  -0.022
F: 2.038 -3.171 -2.371  -0.001
F: 0.772 -2.624 -0.535  -0.009

- multiplicity = 6
- frontier orbital gap (spin up / spin down) (Ha) = 0.297 / 0.291
- highest occupied orbital energy (spin up / spin down) (eV) = -7.559 / -9.309
- charge = 0